Record 1
7 unconnected molecules or ions with the total composition H14O7 in a non-equilibrium geometry. Source: the OMol25 dataset; level of theory: ωB97M-V with the def2-TZVPD basis set.

Each line ends with the Mulliken charge.
CARTESIAN COORDINATES (ANGSTROEM)
O1 -0.800 -1.885 -1.408  -0.598
H1 -0.467 -1.996 -2.298  0.313
H2 -1.290 -2.689 -1.233  0.253
O2 -1.296 0.631 -3.318  -0.647
H3 -0.907 -0.128 -2.883  0.257
H4 -1.564 0.305 -4.177  0.321
O3 -2.208 0.200 1.570  -0.630
H5 -1.903 0.372 2.461  0.281
H6 -1.407 0.098 1.057  0.489
O4 2.963 -1.188 1.083  -0.641
H7 3.294 -0.314 1.290  0.301
H8 2.088 -1.035 0.725  0.395
O5 0.302 -0.252 0.444  -0.948
H9 0.532 0.556 -0.013  0.487
H10 -0.144 -0.783 -0.216  0.349
O6 0.595 1.750 -1.334  -0.651
H11 -0.118 1.486 -1.916  0.343
H12 0.534 2.704 -1.295  0.327
O7 0.900 0.972 3.818  -0.626
H13 0.690 0.299 3.170  0.317
H14 0.208 0.898 4.474  0.306

Atomic forces in eV per Å
-0.091 0.105 -0.337
0.300 -0.269 -0.170
-0.249 -0.193 0.225
0.109 0.183 0.145
-0.142 -0.260 0.199
-0.094 0.085 -0.277
-0.863 0.019 0.165
0.041 0.073 0.143
0.630 -0.007 -0.081
0.532 -0.349 0.089
0.089 0.175 0.081
-0.590 0.173 -0.071
0.170 -0.286 0.950
0.193 0.773 -0.364
-0.082 -0.547 -0.361
0.342 0.035 0.119
-0.363 0.083 -0.459
0.039 0.253 0.099
0.082 0.215 0.022
0.059 -0.278 -0.345
-0.113 0.017 0.231

E_HOMO ... -10.7 eV
Charge ... 0
SMILES ... O.O.O.O.O.O.O
Frontier orbital gap ... 0.3848 hartree

Record 2
A molecular structure, C12H29EuN4O6P in a non-equilibrium geometry. Source: the OMol25 dataset; level of theory: ωB97M-V with the def2-TZVPD basis set.

Each line ends with the Mulliken charge.
CARTESIAN COORDINATES (ANGSTROEM)
O1 -0.256 -2.119 -4.881  -0.362
H1 -1.050 -1.774 -4.419  0.348
Eu1 -0.375 0.092 -0.320  -1.018
N1 1.254 -1.130 -1.111  0.893
N2 -1.126 -1.953 0.181  0.468
N3 0.308 2.143 -0.559  0.559
N4 -1.891 1.179 0.876  0.542
O2 2.434 -0.600 -1.185  -0.732
O3 1.477 2.475 -1.339  -0.443
O4 -3.009 0.556 1.520  -0.485
O5 -2.313 -2.047 0.747  -0.921
C1 -0.490 -2.797 -0.666  0.570
C2 0.796 -2.379 -1.266  0.240
C3 -0.363 2.978 0.218  0.656
C4 -1.554 2.455 0.999  0.595
C5 1.723 -3.193 -2.075  -1.544
H2 1.852 -2.666 -3.026  0.252
H3 1.300 -4.176 -2.207  0.409
H4 2.671 -3.209 -1.526  0.283
C6 -1.109 -4.128 -0.784  -1.545
H5 -2.091 -3.983 -1.244  0.307
H6 -1.244 -4.497 0.239  0.302
H7 -0.465 -4.767 -1.374  0.409
C7 0.089 4.380 0.331  -1.657
C8 -2.334 3.360 1.872  -1.798
H8 0.735 4.581 -0.529  0.469
H9 0.649 4.477 1.264  0.301
H10 -0.809 4.992 0.326  0.414
H11 -2.909 2.737 2.562  0.458
H12 -3.002 3.917 1.211  0.403
H13 -1.635 4.017 2.387  0.413
H14 1.599 1.733 -1.990  0.290
H15 -2.952 -0.420 1.224  0.476
C9 -1.990 0.223 -2.043  -1.001
H16 -2.099 0.044 -3.127  0.441
H17 -1.935 1.287 -1.721  0.156
H18 -2.677 -0.356 -1.387  0.198
O6 1.739 0.990 -4.484  -0.632
H19 1.472 0.137 -4.916  0.341
H20 1.007 1.188 -3.882  0.314
C10 2.673 0.498 3.012  -1.391
P1 1.262 0.019 2.016  1.183
C11 1.615 -1.784 1.967  -1.261
C12 -0.037 0.451 3.242  -1.173
H21 3.573 0.251 2.437  0.372
H22 2.618 -0.071 3.949  0.431
H23 2.599 1.578 3.190  0.370
H24 2.041 -2.090 2.933  0.452
H25 0.745 -2.403 1.696  0.298
H26 2.377 -1.949 1.184  0.307
H27 -1.019 -0.002 3.036  0.337
H28 -0.198 1.544 3.187  0.251
H29 0.321 0.210 4.253  0.459

Atomic forces in eV per Å
-0.173 0.162 0.156
0.228 -0.046 -0.026
-0.130 -2.688 -2.189
-1.700 -2.035 1.885
2.155 -0.879 -1.096
0.472 3.254 -0.302
-1.918 2.007 1.824
0.117 -0.664 -1.212
-1.924 0.713 1.225
1.589 1.948 -0.661
0.069 -0.637 -0.450
-1.999 1.634 2.323
1.954 2.161 -0.490
2.378 -1.444 -2.000
-1.377 -2.967 0.162
-0.250 -0.669 0.359
0.226 -0.354 0.049
0.400 -0.468 -0.362
0.081 -0.262 -0.393
0.167 -0.015 -0.442
-0.001 -0.403 0.031
-0.118 -0.221 -0.313
-0.284 -0.472 -0.048
-0.329 -0.187 -0.050
0.213 -0.073 -0.216
-0.123 0.204 0.296
-0.056 0.353 -0.033
0.238 0.525 0.126
0.030 0.324 -0.051
-0.124 0.286 0.346
-0.347 0.228 0.161
-0.081 0.229 1.098
0.633 0.238 -0.059
0.600 -0.205 -0.340
-0.381 0.434 0.673
-0.755 -0.138 -0.728
-0.017 0.382 -0.590
-0.551 -0.922 -0.317
0.319 1.090 0.708
-0.009 -0.215 -0.437
0.395 0.377 -0.116
0.139 -0.142 -0.004
-0.133 -0.405 0.234
-0.278 -0.271 0.393
-0.017 0.199 0.364
0.283 0.277 -0.129
0.344 -0.230 0.146
-0.223 -0.143 -0.171
0.276 0.316 0.268
-0.270 0.300 0.283
0.399 -0.065 0.200
0.259 -0.385 0.038
-0.397 -0.037 -0.126

E_HOMO (alpha / beta) ... -6.8 / -6.8 eV
Charge ... 0
Frontier orbital gap (alpha / beta) ... 0.1951 / 0.1818 hartree
Spin multiplicity ... 8

Record 3
A molecular structure, C2H4N2S3 in a non-equilibrium geometry. Source: the OMol25 dataset; level of theory: ωB97M-V with the def2-TZVPD basis set.

Each line ends with the Mulliken charge.
CARTESIAN COORDINATES (ANGSTROEM)
C1 2.153 0.164 -0.605  0.270
C2 0.846 -0.576 -0.833  -0.413
N1 0.290 1.648 0.075  -0.284
N2 -0.242 0.441 0.270  -0.262
S1 3.566 -0.611 -0.882  -0.229
S2 2.010 1.719 0.163  0.038
S3 -0.334 -0.155 1.856  -0.170
H1 0.322 -0.441 -1.697  0.278
H2 0.696 -1.521 -0.451  0.299
H3 -0.155 2.194 0.807  0.308
H4 -1.711 -0.707 1.920  0.166

Atomic forces in eV per Å
0.212 -1.129 0.088
-1.112 4.668 4.257
-0.791 2.661 0.064
0.556 -5.280 -2.838
-0.211 0.420 -0.076
0.620 -0.940 -0.196
-1.492 -1.174 1.084
-0.829 0.614 -2.620
0.417 -2.000 0.908
0.419 0.931 -0.128
2.210 1.228 -0.542

E_HOMO ... -8.3 eV
Charge ... 0
Frontier orbital gap ... 0.2848 hartree

Record 4
A molecular structure, C34H39BiN4O5Sb2 in a non-equilibrium geometry. Source: the OMol25 dataset; level of theory: ωB97M-V with the def2-TZVPD basis set.

Each line ends with the Mulliken charge.
CARTESIAN COORDINATES (ANGSTROEM)
Bi1 0.525 0.834 -1.605  1.521
O1 -3.542 -0.116 -3.081  -0.746
C1 -2.392 -0.119 -2.663  0.466
N1 -1.645 0.959 -2.292  0.299
C2 -2.110 2.294 -2.443  -0.101
C3 -3.456 2.656 -2.559  -0.919
C4 -3.826 3.986 -2.682  -0.654
C5 -2.863 4.980 -2.680  -0.780
C6 -1.523 4.650 -2.563  -0.499
C7 -1.125 3.315 -2.444  0.160
N2 0.222 2.905 -2.296  0.223
C8 1.300 3.706 -2.545  0.665
O2 1.305 4.892 -2.826  -0.716
C9 2.631 2.985 -2.462  0.371
C10 3.770 3.685 -2.103  -0.728
C11 4.959 2.990 -1.990  -0.338
C12 4.987 1.632 -2.283  -0.740
C13 3.808 1.015 -2.651  -0.219
N3 2.648 1.679 -2.734  -0.345
C14 -1.729 -1.483 -2.515  0.009
C15 -2.549 -2.602 -2.440  -0.534
C16 -1.968 -3.841 -2.243  -0.384
C17 -0.584 -3.936 -2.167  -0.773
C18 0.158 -2.779 -2.309  -0.302
N4 -0.401 -1.576 -2.474  -0.118
H1 -4.204 1.882 -2.572  0.528
H2 -4.876 4.235 -2.784  0.405
H3 -3.148 6.023 -2.760  0.404
H4 -0.767 5.417 -2.575  0.584
H5 3.691 4.740 -1.886  0.463
H6 5.855 3.499 -1.656  0.422
H7 5.903 1.060 -2.223  0.436
H8 3.772 -0.046 -2.885  0.509
H9 -3.617 -2.468 -2.525  0.538
H10 -2.583 -4.726 -2.139  0.461
H11 -0.094 -4.887 -2.007  0.438
H12 1.244 -2.805 -2.298  0.537
C19 -0.024 2.134 2.592  -1.644
C20 -0.102 2.776 1.211  1.979
C21 -0.811 4.111 1.235  -1.815
O3 -0.816 1.843 0.362  0.069
C22 1.360 2.920 0.720  -0.310
O4 2.015 3.889 1.071  -0.722
O5 1.798 1.912 0.035  -0.186
H13 -1.028 1.933 2.975  0.420
H14 0.498 2.799 3.280  0.430
H15 0.523 1.188 2.531  0.120
H16 -1.808 4.010 1.673  0.458
H17 -0.901 4.524 0.227  0.373
H18 -0.226 4.811 1.828  0.396
H19 -1.407 2.352 -0.220  0.079
C23 -3.610 -2.890 1.245  -1.512
Sb1 -2.054 -1.385 1.243  0.502
C24 -3.431 0.071 2.043  -1.277
C25 -1.225 -2.015 3.169  -1.531
C26 -0.472 -3.300 3.007  0.748
C27 -1.186 -4.504 3.043  -0.622
C28 -0.577 -5.732 2.842  -0.783
C29 0.789 -5.783 2.606  -0.806
C30 1.518 -4.605 2.600  -0.620
C31 0.919 -3.354 2.801  0.734
C32 1.806 -2.144 2.806  -1.513
Sb2 2.000 -1.096 0.881  0.310
C33 3.726 -0.007 1.564  -1.333
C34 3.222 -2.687 0.044  -1.553
H20 -4.033 -2.969 2.248  0.492
H21 -3.231 -3.862 0.931  0.356
H22 -4.396 -2.574 0.555  0.443
H23 -3.984 -0.361 2.878  0.481
H24 -4.129 0.340 1.248  0.398
H25 -2.911 0.972 2.371  0.239
H26 -2.083 -2.130 3.833  0.715
H27 -0.602 -1.199 3.537  0.424
H28 -2.250 -4.471 3.247  0.394
H29 -1.164 -6.643 2.882  0.424
H30 1.288 -6.733 2.450  0.422
H31 2.593 -4.643 2.452  0.385
H32 2.829 -2.434 3.046  0.653
H33 1.477 -1.398 3.532  0.732
H34 4.453 -0.692 2.000  0.576
H35 3.419 0.735 2.303  0.386
H36 4.159 0.527 0.719  0.294
H37 4.122 -2.803 0.648  0.509
H38 3.510 -2.447 -0.982  0.387
H39 2.657 -3.622 0.047  0.358

Atomic forces in eV per Å
-0.091 0.413 0.583
0.099 0.051 0.057
-0.027 0.150 0.084
0.046 -0.040 -0.309
-0.025 -0.065 -0.006
0.080 -0.047 0.051
0.000 -0.003 0.020
-0.026 -0.016 0.025
0.082 -0.045 0.004
0.046 -0.007 -0.026
-0.015 0.070 -0.289
-0.174 -0.114 0.029
-0.022 -0.035 0.046
-0.076 -0.111 -0.125
0.065 0.072 0.024
-0.023 0.010 0.028
0.040 0.001 -0.025
-0.148 0.063 -0.023
0.201 -0.010 0.051
0.104 0.031 -0.059
-0.024 -0.056 0.048
-0.001 0.053 0.025
-0.031 -0.082 0.019
0.016 0.195 -0.045
-0.109 -0.086 -0.014
-0.009 -0.029 0.001
0.047 -0.006 0.030
0.021 -0.045 -0.035
0.002 -0.002 0.030
-0.021 -0.029 -0.005
-0.004 -0.020 -0.061
-0.039 0.015 0.017
0.020 0.066 0.027
-0.015 0.009 0.024
0.001 0.002 -0.030
0.002 0.062 -0.020
-0.066 -0.016 0.059
-0.072 -0.072 -0.002
0.202 0.014 0.120
-0.096 0.042 -0.007
-0.010 -0.001 -0.337
0.131 0.000 0.009
-0.150 -0.268 -0.110
-0.071 0.121 -0.110
0.086 0.051 -0.016
0.005 -0.036 -0.040
-0.045 0.033 0.030
0.034 -0.008 -0.032
-0.011 -0.018 0.016
-0.008 0.006 -0.006
-0.098 -0.037 0.218
0.092 0.052 -0.055
-0.250 -0.065 0.079
0.116 0.017 -0.058
0.078 0.098 -0.199
0.005 -0.060 0.069
0.047 0.002 -0.008
-0.002 0.031 0.000
0.011 0.017 0.004
0.001 0.053 -0.022
0.106 -0.054 -0.076
-0.298 0.052 -0.167
0.634 -0.619 0.566
-0.247 0.145 -0.045
-0.270 0.042 -0.058
0.005 0.002 -0.036
0.005 0.028 -0.001
0.063 -0.015 0.018
0.024 0.005 -0.026
0.038 0.010 0.071
-0.044 -0.065 -0.052
0.046 -0.017 0.023
-0.052 -0.049 0.023
-0.004 0.029 -0.018
0.022 0.055 -0.005
-0.022 0.061 0.015
-0.055 -0.002 0.014
-0.005 0.053 0.038
0.067 -0.019 -0.019
-0.034 -0.017 -0.007
0.043 -0.036 -0.063
0.016 0.000 0.033
-0.016 -0.003 0.008
0.003 -0.029 0.051
0.060 0.073 -0.034

E_HOMO ... -7.9 eV
Charge ... 0
Frontier orbital gap ... 0.2818 hartree

Record 5
A single C5H9F molecule in a non-equilibrium geometry. Source: the OMol25 dataset; level of theory: ωB97M-V with the def2-TZVPD basis set.

Each line ends with the Mulliken charge.
CARTESIAN COORDINATES (ANGSTROEM)
C1 -1.088 1.578 -0.468  -0.957
C2 -0.567 0.448 0.066  0.622
C3 0.991 0.381 0.466  -0.520
C4 1.599 -0.745 -0.436  -1.111
C5 -1.378 -0.749 0.447  -0.399
F1 -1.099 -1.775 -0.416  -0.283
H1 -0.379 2.379 -0.691  0.250
H2 -2.122 1.720 -0.800  0.291
H3 1.442 1.397 0.321  0.300
H4 1.243 0.167 1.542  0.257
H5 0.891 -1.532 -0.346  0.314
H6 2.460 -1.179 -0.069  0.411
H7 1.604 -0.476 -1.478  0.304
H8 -1.141 -1.093 1.464  0.217
H9 -2.458 -0.521 0.399  0.304

Atomic forces in eV per Å
0.976 -1.129 0.085
1.336 1.740 1.203
-0.528 0.370 -0.804
-2.131 1.386 0.595
-0.701 0.874 0.504
-0.352 -1.009 -0.581
-0.395 -0.035 0.102
0.330 -0.290 0.298
-0.346 -0.858 -0.263
-0.947 -0.094 -0.848
-0.414 -0.802 -0.206
2.368 -0.320 0.512
0.398 0.212 -0.334
0.013 0.110 -0.192
0.394 -0.154 -0.070

E_HOMO ... -9.9 eV
Charge ... 0
SMILES ... C=C(CC)CF
Frontier orbital gap ... 0.4011 hartree

Record 6
A molecular structure, C2H9N2OP3 in a non-equilibrium geometry. Source: the OMol25 dataset; level of theory: ωB97M-V with the def2-TZVPD basis set.

Each line ends with the Mulliken charge.
CARTESIAN COORDINATES (ANGSTROEM)
C1 1.162 -1.107 0.463  0.364
C2 0.199 -1.776 -1.645  -0.375
N1 0.898 -1.933 -0.432  -0.482
N2 -0.091 1.146 1.796  -0.501
O1 1.668 -1.182 1.663  -0.391
P1 -1.494 1.370 -0.777  -0.189
P2 1.671 1.122 -0.381  -0.144
P3 0.029 2.187 0.425  0.133
H1 -0.892 -1.717 -1.275  0.188
H2 0.347 -2.638 -2.224  0.239
H3 0.616 -0.787 -1.996  0.113
H4 0.828 0.941 2.074  0.185
H5 -0.609 1.581 2.541  0.272
H6 1.776 -2.134 1.987  0.338
H7 -2.178 2.607 -0.792  0.101
H8 -0.588 1.688 -1.994  0.082
H9 2.537 1.083 0.746  0.067

Atomic forces in eV per Å
0.221 1.894 -4.386
-1.213 2.590 2.063
0.762 -1.046 3.992
-1.605 0.498 -0.019
0.649 -1.838 1.455
0.338 -0.205 -2.444
0.458 -2.626 -0.182
0.924 0.896 1.478
1.365 0.137 -1.387
0.216 -0.720 -1.248
-0.984 -0.806 -0.854
1.075 -0.493 0.913
-0.026 0.050 0.451
-0.340 1.405 -0.793
-0.138 0.009 -0.353
-1.497 -0.274 1.305
-0.203 0.530 0.009

E_HOMO ... -7.8 eV
Charge ... 0
Frontier orbital gap ... 0.2902 hartree